[1]
C26H16Cl3CoF5GeI2N2O | wB97M-V/def2-TZVPD

```
57
Properties=species:S:1:pos:R:3:mulliken_charge:R:1
I 0.37 -1.62 4.53 -0.061
I -4.53 1.83 4.99 -0.049
Ge 0.88 -2.78 -1.19 1.007
Co -0.20 -0.74 -0.51 -0.550
Cl 2.68 -3.73 -0.26 -0.450
Cl 1.57 -2.74 -3.35 -0.472
Cl -0.34 -4.66 -1.39 -0.435
F -0.98 -2.99 1.76 -0.396
F -3.21 -4.40 2.14 -0.342
F -5.29 -4.19 0.40 -0.351
F -5.09 -2.51 -1.74 -0.341
F -2.88 -1.05 -2.12 -0.366
O 0.21 -0.34 1.62 -0.308
N -1.37 0.88 -0.58 -0.123
N 1.32 1.66 -1.50 0.489
C -1.12 1.49 -1.90 -1.378
C 0.12 2.30 -1.94 1.267
C -3.12 -3.55 1.10 0.226
C -2.92 -1.85 -1.00 0.776
C -4.18 -3.45 0.22 0.721
C -2.90 1.13 3.87 -0.423
C 2.71 -0.06 -0.67 -0.235
C -1.23 1.81 0.55 -0.718
C 2.44 3.76 -2.07 -0.430
C -1.59 1.17 1.86 0.056
C 1.27 4.36 -2.55 -0.985
C 4.38 -0.62 0.99 -0.775
C -2.05 0.18 4.42 -0.292
C 3.61 -0.45 -1.67 0.375
C 0.13 3.57 -2.43 -0.457
C -1.99 -2.78 0.90 1.442
C -0.73 0.13 2.33 -0.023
C -2.65 1.64 2.61 -0.568
C 3.10 -0.17 0.66 0.156
C 4.87 -0.91 -1.34 -0.832
C -1.83 -1.89 -0.15 -1.288
C -0.98 -0.29 3.67 -0.227
C 1.35 0.42 -1.03 -0.372
C 2.48 2.51 -1.56 -0.630
C 5.27 -0.98 -0.01 -0.349
C -4.07 -2.60 -0.86 -0.074
H 5.55 -1.22 -2.13 0.338
H -2.21 -0.20 5.42 0.344
H 4.66 -0.70 2.03 0.353
H -0.18 2.12 0.58 0.363
H 1.24 5.37 -2.94 0.350
H 2.39 0.08 1.44 0.375
H -1.95 2.14 -2.19 0.434
H -0.84 3.96 -2.74 0.315
H -1.07 0.65 -2.61 0.222
H 3.38 2.07 -1.17 0.351
H 3.38 4.31 -2.07 0.352
H -2.32 0.53 -0.57 0.439
H -3.28 2.42 2.20 0.369
H 3.30 -0.40 -2.70 0.405
H 6.26 -1.35 0.24 0.309
H -1.84 2.71 0.39 0.464
```

Total charge   -2
Kohn-Sham gap (spin up / spin down)   4.67 / 4.67 eV
2S+1   2

---

[2]
C4H10O | wB97M-V/def2-TZVPD

```
15
Properties=species:S:1:pos:R:3:mulliken_charge:R:1
O -0.21 0.09 1.64 -0.587
C -1.36 -0.24 -0.42 -1.510
C -0.01 0.03 0.23 1.569
C 0.51 1.40 -0.13 -1.573
C 1.03 -1.02 -0.14 -1.576
H 1.95 -0.85 0.40 0.390
H -1.80 -1.21 -0.13 0.380
H 0.63 1.51 -1.22 0.362
H -0.21 2.15 0.18 0.384
H -2.07 0.53 -0.11 0.377
H -1.32 -0.18 -1.53 0.326
H 1.44 1.59 0.41 0.383
H 0.75 -2.05 0.08 0.383
H 1.24 -0.97 -1.21 0.339
H -0.57 -0.76 1.93 0.353
```

Total charge   0
Structure (SMILES)   CC(C)(C)O
Kohn-Sham gap   11.20 eV
ΔE to the lowest compared entry with this formula, charge and spin   0.8 kcal per mole
2S+1   1

---

[3]
C3H7NO2 | wB97M-V/def2-TZVPD

```
13
Properties=species:S:1:pos:R:3:mulliken_charge:R:1
O 1.46 0.06 1.75 -0.437
O -1.27 -0.60 1.37 -0.506
N 1.02 0.23 -0.61 -0.194
C -1.28 -0.57 -0.03 -0.320
C 1.98 0.17 0.68 -0.300
C -0.42 0.54 -0.63 -0.582
H -0.72 0.75 -1.66 0.344
H 2.11 0.87 -0.40 0.483
H 1.33 -0.45 -1.31 0.300
H -0.56 1.45 -0.03 0.264
H -0.35 -0.53 1.67 0.383
H -2.32 -0.39 -0.33 0.299
H -0.98 -1.54 -0.47 0.265
```

Total charge   0
Kohn-Sham gap   9.83 eV
ΔE to the lowest compared entry with this formula, charge and spin   106.8 kcal per mole
2S+1   1

---

[4]
C32H36BrF2IN3O6 | wB97M-V/def2-TZVPD

```
81
Properties=species:S:1:pos:R:3:mulliken_charge:R:1
I 1.53 2.62 1.52 0.053
Br -0.52 -2.16 -1.16 -0.238
F -1.28 -4.72 0.79 -0.301
F -4.65 -2.79 1.39 -0.301
O 2.53 5.49 3.70 -0.562
O 1.90 -0.07 -0.37 0.001
O -1.32 1.41 1.08 -0.360
O -3.97 -2.14 -0.85 -0.491
O 0.12 8.06 3.23 -0.555
O -2.27 -4.00 2.81 -0.508
N 2.67 -4.09 1.72 -0.561
N -0.13 -1.18 0.46 0.199
N -2.18 -2.36 0.84 0.682
C 1.32 -0.70 -3.82 -1.000
C 4.98 -3.91 -2.30 -1.167
C -4.20 -1.09 4.08 -0.963
C 1.36 7.57 3.36 -0.239
C 3.32 -3.39 2.84 -0.218
C 2.98 -1.88 3.40 -0.598
C -2.86 -1.00 3.60 -0.398
C -4.99 2.97 -2.60 -0.561
C -4.05 2.61 -1.27 -0.135
C 3.07 -2.09 -2.36 -0.754
C 1.77 -1.13 2.55 -0.154
C -1.44 -0.94 2.79 0.247
C -6.33 2.08 -3.02 -0.317
C -0.51 3.26 -2.09 -0.797
C -6.79 0.81 -2.08 -0.504
C 0.97 -1.84 1.27 0.525
C -0.04 1.52 0.41 -0.025
C 2.67 -0.59 -2.84 0.697
C 4.62 -2.32 -1.90 0.475
C 5.74 -1.41 -2.67 -1.030
C 1.56 -3.38 1.00 -0.610
C 2.36 0.49 -1.62 -0.657
C -1.51 -1.09 1.15 1.315
C -1.92 -3.60 1.59 0.207
C 0.42 0.07 -0.17 0.271
C -3.59 -2.40 0.41 0.312
C 1.29 5.98 3.54 0.094
C -5.85 0.48 -0.77 -0.222
C -3.64 0.79 1.00 -0.473
C -0.39 2.58 -0.84 0.090
C -4.49 1.33 -0.34 0.161
C -2.16 0.29 0.54 -0.499
H 2.86 -2.82 -3.27 0.356
H 4.73 -2.29 -0.72 0.212
H 6.05 -4.24 -1.96 0.347
H 3.53 -1.38 4.32 0.279
H 0.71 5.61 2.67 0.047
H -5.38 -1.17 4.25 0.321
H 2.06 7.74 2.52 0.213
H 5.90 -0.43 -2.02 0.223
H -0.81 -1.80 3.33 0.390
H -7.75 0.18 -2.38 0.257
H -0.88 0.04 3.18 0.341
H 1.10 -4.08 0.15 0.337
H 3.48 -0.05 -3.53 0.438
H 5.40 -1.14 -3.77 0.202
H 0.06 0.17 -1.32 0.106
H -7.01 2.34 -3.97 0.252
H 0.57 5.81 4.36 0.229
H -3.10 3.25 -1.03 0.326
H 0.47 0.05 -3.46 0.140
H 2.39 -2.45 -1.48 -0.212
H 1.72 1.34 -2.11 0.159
H -2.23 0.31 -0.65 0.461
H -4.34 0.02 1.50 0.203
H -4.75 3.87 -3.33 0.250
H -0.36 3.68 -3.18 0.349
H 1.47 -0.06 2.93 0.105
H 0.90 -1.81 -3.77 0.195
H -3.64 1.74 1.73 0.283
H 4.11 -4.65 -1.96 0.267
H 1.96 7.94 4.21 0.215
H 4.95 -3.94 -3.50 0.285
H 6.75 -2.05 -2.71 0.360
H 3.42 1.00 -1.40 0.224
H 1.56 -0.42 -4.94 0.312
H -6.17 -0.47 -0.12 0.123
H 4.21 -3.96 3.41 0.274
```

Total charge   -1
Kohn-Sham gap   1.49 eV
ΔE to the lowest compared entry with this formula, charge and spin   506.3 kcal per mole
2S+1   1

---

[5]
C27H37N7O4 | wB97M-V/def2-TZVPD

```
75
Properties=species:S:1:pos:R:3:mulliken_charge:R:1
O 2.58 -3.38 -1.61 -0.466
O -1.58 2.69 1.62 -0.554
O -1.09 0.82 -1.30 -0.701
O 2.15 3.72 -0.59 -0.498
N -2.79 -1.92 1.51 -0.398
N 1.96 -0.80 -0.47 0.302
N -2.84 -0.70 1.91 -0.792
N -0.96 -1.52 2.69 -0.619
N 0.21 1.37 1.26 0.635
N -1.40 3.07 -1.16 0.027
N -1.75 -0.47 2.60 1.194
C 0.50 2.05 -0.01 1.377
C 2.49 5.00 -0.32 0.329
C -1.18 -5.70 0.26 -0.670
C 1.48 -1.22 -1.78 -0.513
C -1.11 -3.74 1.64 0.492
C 3.04 -3.04 -0.32 -0.143
C -0.77 1.93 -0.89 -0.195
C 0.62 -5.40 1.81 -0.718
C -3.07 4.66 -1.83 -1.884
C 0.70 4.50 0.91 -0.571
C 0.64 -7.43 0.34 -1.475
C -0.91 1.72 1.92 1.292
C -2.71 3.18 -1.81 1.356
C -1.63 -2.44 1.98 0.380
C 3.66 5.59 -1.02 -1.315
C -3.74 2.39 -1.00 -1.503
C 0.01 -6.16 0.82 1.151
C -1.38 0.82 3.09 -1.413
C 1.10 0.28 1.58 -2.277
C 1.06 3.42 0.16 -0.670
C 1.63 5.53 0.60 -0.888
C -1.74 -4.51 0.66 -0.730
C 0.07 -4.21 2.22 -0.494
C 1.34 -2.74 -1.89 -0.198
C 3.19 -1.52 -0.16 -0.789
C 0.96 -0.89 0.58 0.178
C -2.61 2.63 -3.23 -1.694
H -1.11 3.87 -0.62 0.375
H 1.27 1.44 -0.51 0.343
H 2.35 -3.44 0.44 -0.093
H 4.01 -3.53 -0.21 0.443
H 1.01 -1.84 1.13 -0.304
H 3.51 5.56 -2.10 0.309
H -2.31 5.23 -2.37 0.402
H 3.50 -1.28 0.86 0.429
H 1.17 -7.93 1.14 0.367
H -0.11 -8.11 -0.07 0.397
H -0.62 0.71 3.86 0.301
H -2.30 1.59 -3.21 0.341
H 0.55 -3.62 2.99 0.435
H 0.52 -0.74 -1.98 0.179
H -0.03 -0.83 0.12 0.724
H 0.57 -3.10 -1.19 0.051
H -3.15 5.04 -0.82 0.430
H -4.02 4.80 -2.33 0.436
H 1.36 -7.21 -0.45 0.262
H -3.50 1.33 -1.01 0.330
H -4.73 2.53 -1.41 0.495
H 3.95 -1.16 -0.85 0.420
H 1.08 -3.04 -2.90 0.412
H -2.65 -4.14 0.22 0.514
H -0.12 4.56 1.60 0.705
H -3.73 2.73 0.04 0.281
H 1.54 -5.76 2.26 0.386
H 2.21 -0.88 -2.52 0.446
H 3.80 6.62 -0.71 0.341
H 0.91 -0.08 2.59 0.353
H 2.13 0.66 1.54 0.547
H 1.65 6.51 1.01 0.469
H -1.87 3.19 -3.81 0.373
H -3.57 2.70 -3.73 0.474
H -2.27 1.31 3.50 0.413
H -1.66 -6.29 -0.51 0.373
H 4.56 5.02 -0.79 0.298
```

Total charge   0
Structure (SMILES)   Cc1ccc(-c2nnn(CC(=O)N(CCN3CCOCC3)[C@@H](C(=O)NC(C)(C)C)c3ccc(C)o3)n2)cc1
Kohn-Sham gap   8.68 eV
ΔE to the lowest compared entry with this formula, charge and spin   5.3 kcal per mole
2S+1   1

---

[6]
C5H10O | wB97M-V/def2-TZVPD

```
16
Properties=species:S:1:pos:R:3:mulliken_charge:R:1
O -1.47 1.70 0.74 -0.549
C -0.43 -0.42 0.53 -0.324
C 0.68 -1.19 -0.09 -0.239
C 0.91 1.70 0.16 -1.260
C -0.45 1.02 0.02 0.196
C 0.28 -2.48 -0.66 -0.919
H 1.10 -3.20 -0.73 0.325
H -1.50 2.60 0.41 0.323
H 1.69 1.05 -0.23 0.410
H -1.44 -0.85 0.49 0.320
H -0.72 0.99 -1.05 0.186
H 0.93 2.66 -0.37 0.377
H 1.11 1.88 1.23 0.306
H -0.67 -2.95 -0.34 0.322
H 0.12 -2.13 -1.71 0.248
H -0.14 -0.37 1.60 0.278
```

Total charge   0
Kohn-Sham gap   8.53 eV
ΔE to the lowest compared entry with this formula, charge and spin   87.1 kcal per mole
2S+1   1